C8H8 | ωB97M-V/def2-TZVPD

Structure (XYZ):
```
16
Properties=species:S:1:pos:R:3:forces:R:3:nbo_charge:R:1
C 0.248 1.011 -1.588 1.10 -2.14 -0.73 0.176
C 0.424 -0.171 -2.009 -0.62 3.38 -1.94 -0.216
C 0.253 0.238 0.482 0.42 -0.42 -1.40 0.001
C -0.780 1.024 0.458 0.28 0.86 1.45 -0.023
C 0.368 1.625 -0.308 -1.87 -0.67 -0.39 -0.384
C 0.540 -1.048 -0.955 0.64 -1.65 2.71 -0.109
C -2.171 1.376 0.775 1.41 3.38 -2.78 -0.662
C 1.896 -1.752 -0.736 -1.15 0.71 -2.26 -0.636
H 0.907 2.506 -0.154 1.01 0.86 0.68 0.224
H -0.381 -1.641 -0.783 0.76 0.22 0.16 0.235
H -2.146 2.174 1.556 -0.69 -1.30 -0.03 0.253
H -2.717 0.496 0.740 -1.66 -1.32 1.15 0.237
H -2.493 1.974 -0.167 0.19 -0.88 1.38 0.228
H 2.717 -1.006 -0.555 -0.84 -1.16 -0.08 0.237
H 2.002 -2.357 -1.662 0.66 0.80 0.02 0.221
H 1.726 -2.549 -0.082 0.36 -0.67 2.05 0.217
```
Forces are in eV/Å.

The calculation puts the HOMO-LUMO gap (spin up / spin down) at 8.33 / 8.33 eV. The calculation puts the total energy at -8416.4654 eV. The value obtained for the LUMO energy (spin up / spin down) is -0.2250 / -0.2254 eV.